A molecular structure, C18H37CuF3NO8 at a distorted geometry, computed with ωB97M-V/def2-TZVPD.

XYZ file:
```
68
Properties=species:S:1:pos:R:3
Cu 0.107 -0.171 -0.289
C -1.814 1.955 -2.335
O -2.099 2.855 -1.208
O -0.935 0.941 -1.811
C -3.192 1.449 -3.014
F -4.105 1.011 -2.131
F -3.651 2.542 -3.686
F -2.958 0.515 -3.913
C -1.939 4.277 -1.404
C -2.483 5.195 -0.298
H -1.912 5.114 0.627
H -2.552 6.220 -0.663
H -3.461 4.802 -0.019
H -2.478 4.495 -2.325
H -0.864 4.397 -1.542
H -1.241 2.517 -3.072
C 4.197 -2.117 -2.439
C 2.984 -1.651 -1.789
N 2.002 -1.267 -1.316
H 4.850 -2.234 -1.574
H 4.537 -1.256 -3.016
H 4.153 -3.038 -3.019
C 1.967 2.474 -0.893
O 1.612 1.413 -0.033
C 2.482 1.263 1.038
C 2.335 -0.139 1.692
O 0.990 -0.542 1.855
C 0.834 -1.584 2.876
C 1.787 -2.811 2.979
O 2.263 -3.104 1.641
C 3.231 -4.089 1.378
H 1.454 2.473 -1.854
H 2.975 2.514 -1.306
H 1.876 3.467 -0.452
H 2.319 2.009 1.817
H 3.460 1.436 0.588
H 2.805 -0.162 2.675
H 2.903 -0.877 1.126
H -0.154 -1.969 2.624
H 0.768 -1.038 3.817
H 1.229 -3.678 3.334
H 2.605 -2.574 3.659
H 2.968 -5.126 1.587
H 4.183 -3.821 1.837
H 3.390 -3.983 0.304
C -1.636 -2.170 -2.619
O -0.686 -2.092 -1.532
C -1.053 -3.032 -0.550
C -2.215 -2.491 0.175
O -1.679 -1.305 0.662
C -2.664 -0.546 1.301
C -1.964 0.563 2.083
O -1.028 1.268 1.258
C -0.429 2.451 1.904
H -2.530 -1.560 -2.490
H -1.911 -3.199 -2.854
H -1.083 -1.732 -3.450
H -0.227 -2.987 0.159
H -1.140 -4.027 -0.986
H -2.217 -3.206 0.999
H -3.176 -2.458 -0.339
H -3.255 -1.170 1.972
H -3.426 -0.135 0.640
H -1.594 0.137 3.015
H -2.670 1.316 2.435
H 0.086 3.142 1.236
H 0.224 1.970 2.632
H -1.157 3.161 2.297
```

Computed properties:
Spin multiplicity: 2
Energy above the lowest of the compared OMol25 structures with the same formula, charge and spin: 39.5 kcal/mol
Energy: -89916.1034 eV
Kohn-Sham gap (spin up / spin down): 9.9 / 6.5 eV
Net charge: +1
E_HOMO (spin up / spin down): -0.4367 / -0.4089 hartree


A molecular structure, C18H37FeN4Si2 at a distorted geometry, computed with ωB97M-V/def2-TZVPD.

XYZ file:
```
62
Properties=species:S:1:pos:R:3
Fe 0.106 0.424 0.257
C 1.546 2.940 -0.591
C 2.554 2.509 0.495
N 2.255 1.164 0.996
C 2.212 1.085 2.495
C 0.856 1.222 3.027
C 0.705 1.685 4.337
C -0.572 1.766 4.867
C -1.663 1.445 4.033
C -1.434 1.045 2.719
C -2.518 0.783 1.709
N -2.078 1.089 0.309
C -2.307 2.460 -0.256
C -1.020 2.897 -0.926
N 0.178 2.616 -0.033
N -0.165 0.996 2.249
H 1.660 2.359 -1.505
H 1.562 4.025 -0.843
H 2.460 3.265 1.322
H 3.588 2.599 0.035
H 2.884 0.492 0.676
H 2.793 1.807 3.085
H 2.619 0.086 2.766
H 1.604 1.927 4.881
H -0.736 1.992 5.921
H -2.692 1.496 4.332
H -3.510 1.221 1.971
H -2.722 -0.301 1.680
H -2.660 0.462 -0.262
H -2.662 3.105 0.606
H -3.061 2.482 -1.057
H -1.054 3.993 -1.177
H -0.772 2.305 -1.841
H 0.109 3.116 0.879
C -2.266 -0.916 -2.686
Si -1.612 -2.142 -1.378
C -1.472 -3.882 -2.148
C -3.019 -2.263 -0.081
C 0.110 -1.594 -0.633
Si 1.701 -2.017 -1.696
C 1.823 -3.546 -2.840
C 2.979 -2.306 -0.305
C 2.341 -0.478 -2.644
H -1.774 -0.950 -3.659
H -2.218 0.166 -2.469
H -3.333 -1.221 -2.742
H -2.390 -4.179 -2.643
H -1.283 -4.621 -1.333
H -0.671 -3.932 -2.911
H -3.584 -3.257 -0.146
H -3.773 -1.415 -0.152
H -2.612 -2.279 0.916
H 0.134 -2.100 0.351
H 1.068 -4.376 -2.609
H 2.867 -4.018 -2.748
H 1.653 -3.235 -3.877
H 2.727 -2.136 0.728
H 3.976 -1.765 -0.478
H 3.163 -3.395 -0.305
H 2.810 0.353 -2.078
H 1.527 -0.083 -3.269
H 3.061 -0.968 -3.325
```

Computed properties:
Spin multiplicity: 5
Energy above the lowest of the compared OMol25 structures with the same formula, charge and spin: 18.4 kcal/mol
Energy: -75365.0128 eV
Kohn-Sham gap (spin up / spin down): 7.7 / 7.8 eV
Net charge: +1
E_HOMO (spin up / spin down): -0.3845 / -0.3995 hartree


A molecular structure, C18H37N3O2SSi3Tc, computed with ωB97M-V/def2-TZVPD.

XYZ file:
```
65
Properties=species:S:1:pos:R:3
Tc -0.610 -0.366 -0.990
C -1.348 2.201 2.225
Si 0.291 1.520 1.629
C 1.475 1.421 3.073
C 1.041 2.736 0.396
C 0.124 -0.259 0.836
Si -1.110 -1.328 1.975
C -1.003 -3.131 1.453
C -0.596 -1.225 3.767
C -2.879 -0.701 1.916
Si 1.856 -1.096 0.735
C 2.464 -2.042 2.217
C 3.174 0.064 0.094
C 1.582 -2.286 -0.720
C 2.345 -3.400 -1.028
C 2.112 -4.103 -2.202
C 1.117 -3.668 -3.069
C 0.380 -2.558 -2.725
N 0.601 -1.894 -1.575
H -1.239 3.284 2.338
H -1.612 1.800 3.207
H -2.202 2.024 1.569
H 1.457 2.416 3.534
H 2.508 1.244 2.764
H 1.213 0.702 3.844
H 0.343 3.543 0.154
H 1.413 2.300 -0.529
H 1.900 3.205 0.888
H -0.429 -3.694 2.195
H -0.550 -3.322 0.478
H -2.005 -3.571 1.440
H 0.424 -1.536 3.981
H -1.264 -1.940 4.266
H -0.781 -0.251 4.221
H -3.165 -0.082 1.065
H -3.090 -0.126 2.821
H -3.549 -1.568 1.927
H 2.544 -1.402 3.098
H 3.472 -2.409 2.000
H 1.838 -2.901 2.468
H 3.471 0.831 0.812
H 2.874 0.561 -0.833
H 4.063 -0.534 -0.131
H 3.124 -3.716 -0.345
H 2.704 -4.978 -2.445
H 0.910 -4.182 -3.997
H -0.411 -2.183 -3.363
O -4.708 -1.146 -1.487
S -3.560 -1.969 -1.223
N -2.248 -1.237 -1.088
C -2.164 2.142 -1.395
N -1.300 2.640 -2.465
C -1.781 3.798 -3.245
C -0.166 2.051 -2.765
C 0.731 2.626 -3.807
O 0.226 0.970 -2.180
H -2.682 2.985 -0.943
H -1.562 1.713 -0.586
H -2.902 1.427 -1.761
H -2.633 4.232 -2.731
H -2.095 3.484 -4.240
H -1.003 4.553 -3.326
H 1.093 3.606 -3.489
H 0.201 2.763 -4.750
H 1.577 1.961 -3.955
```

Computed properties:
Spin multiplicity: 2
Energy above the lowest of the compared OMol25 structures with the same formula, charge and spin: 0.0 kcal/mol
Energy: -64485.7750 eV
Kohn-Sham gap (spin up / spin down): 7.2 / 6.9 eV
Net charge: +2
E_HOMO (spin up / spin down): -0.5462 / -0.5420 hartree


A molecular structure, C18H37NO2P2W at a distorted geometry, computed with ωB97M-V/def2-TZVPD.

XYZ file:
```
61
Properties=species:S:1:pos:R:3
W -0.038 0.049 -0.102
P 2.433 -0.481 -0.348
P -2.662 -0.008 -0.044
N -0.141 0.582 -1.934
H 0.980 1.255 0.223
C 2.959 -1.963 -1.246
H 4.055 -2.039 -1.215
H 2.653 -1.886 -2.293
H 2.533 -2.870 -0.807
C 3.435 -0.654 1.169
H 4.481 -0.853 0.874
H 3.057 -1.498 1.759
H 3.402 0.268 1.759
C 3.336 0.805 -1.268
H 4.409 0.597 -1.184
H 3.111 1.775 -0.809
H 3.021 0.798 -2.313
C -3.616 -1.343 -0.836
H -4.691 -1.138 -0.714
H -3.357 -2.304 -0.378
H -3.371 -1.366 -1.905
C -3.279 0.015 1.666
H -4.376 0.106 1.633
H -2.852 0.864 2.214
H -2.996 -0.923 2.160
C -3.313 1.493 -0.830
H -4.403 1.512 -0.706
H -3.067 1.483 -1.896
H -2.882 2.386 -0.365
C -0.121 1.401 -2.964
C -0.097 1.754 -5.358
C -0.118 0.878 -4.287
C -0.115 2.817 -2.738
C -0.103 3.671 -3.834
C -0.100 3.147 -5.138
H -0.073 1.355 -6.371
H -0.147 -0.209 -4.366
H -0.140 3.173 -1.703
H -0.090 4.747 -3.656
H -0.086 3.831 -5.988
C -0.526 -3.403 1.525
O -1.107 -2.688 0.688
C 0.358 -4.529 1.060
H 0.958 -4.929 1.890
H 1.006 -4.150 0.256
H -0.241 -5.366 0.651
C -0.608 -3.105 2.995
H -1.624 -3.310 3.390
H -0.370 -2.043 3.139
H 0.079 -3.753 3.563
C 1.227 2.185 2.503
C 0.541 0.902 2.951
C -0.512 1.185 4.029
O -0.074 0.167 1.919
H 0.524 2.881 2.014
H 2.079 1.993 1.836
H 1.642 2.679 3.397
H 1.316 0.255 3.402
H -1.269 1.901 3.669
H -1.012 0.268 4.360
H -0.017 1.634 4.902
```

Computed properties:
Spin multiplicity: 3
Energy above the lowest of the compared OMol25 structures with the same formula, charge and spin: 0.0 kcal/mol
Energy: -45253.2571 eV
Kohn-Sham gap (spin up / spin down): 5.1 / 6.4 eV
E_HOMO (spin up / spin down): -0.1707 / -0.2278 hartree


A molecular structure, C18H37OP3STl at a distorted geometry, computed with ωB97M-V/def2-TZVPD.

XYZ file:
```
61
Properties=species:S:1:pos:R:3
Tl -1.928 -2.083 -2.241
P 1.316 1.428 1.126
P -1.814 2.100 0.452
P 0.727 1.849 -3.021
H 0.070 -6.596 -1.914
C 0.848 -6.312 -2.624
C 1.841 -5.483 -2.275
H 1.897 -5.021 -1.286
C 1.299 0.742 2.784
C 1.583 3.204 1.177
C 2.563 0.637 0.107
C -3.174 1.305 -0.405
C -2.243 2.371 2.175
C -1.493 3.681 -0.336
C 2.075 1.077 -4.016
C 1.463 3.540 -2.976
C -0.520 2.171 -4.341
H 0.817 -6.777 -3.615
H 2.635 -5.234 -2.979
H 1.021 -0.318 2.732
H 0.586 1.274 3.427
H 2.303 0.824 3.221
H 0.827 3.718 1.786
H 1.597 3.629 0.163
H 2.564 3.386 1.639
H 2.191 -0.351 -0.201
H 3.483 0.513 0.697
H 2.777 1.241 -0.788
H -4.084 1.910 -0.269
H -3.349 0.296 -0.004
H -2.961 1.233 -1.482
H -3.035 3.134 2.223
H -1.385 2.723 2.763
H -2.623 1.439 2.617
H -2.425 4.266 -0.295
H -1.206 3.544 -1.388
H -0.709 4.247 0.183
H 1.983 1.379 -5.068
H 2.013 -0.017 -3.944
H 3.040 1.408 -3.603
H 1.638 3.893 -4.003
H 2.418 3.497 -2.433
H 0.784 4.228 -2.455
H -0.004 2.471 -5.263
H -1.179 2.985 -4.004
H -1.123 1.272 -4.527
C -0.609 -2.571 -5.166
C -1.733 -2.550 -6.024
C -1.884 -3.555 -6.981
C -0.924 -4.575 -7.091
C 0.157 -4.633 -6.195
C 0.316 -3.633 -5.245
S -0.336 -1.347 -3.977
H -3.105 -2.705 -1.035
H -2.472 -1.756 -5.906
H -2.753 -3.543 -7.646
H -1.020 -5.331 -7.872
H 0.888 -5.443 -6.242
H 1.137 -3.659 -4.531
O -0.438 -0.125 -0.204
C -0.328 0.998 0.361
```

Computed properties:
Energy above the lowest of the compared OMol25 structures with the same formula, charge and spin: 0.0 kcal/mol
Energy: -64680.2054 eV
Kohn-Sham gap (spin up / spin down): 5.2 / 5.2 eV
Net charge: +3
E_HOMO (spin up / spin down): -0.5911 / -0.5911 hartree


A molecular structure, C18H38InN4O7 at a distorted geometry, computed with ωB97M-V/def2-TZVPD.

XYZ file:
```
68
Properties=species:S:1:pos:R:3
C 8.885 1.028 3.604
C 8.186 2.243 4.188
In 6.173 2.755 3.255
C 4.923 4.215 4.466
C 3.367 3.602 4.448
O 2.568 3.804 5.503
O 3.018 2.819 3.240
C 1.635 2.319 3.291
C 1.354 0.811 3.944
O 0.548 2.949 2.813
H 9.195 0.094 4.248
H 9.072 1.040 2.425
H 8.708 2.861 5.055
H 6.499 3.449 1.632
H 5.295 1.179 3.055
H 4.894 5.228 3.837
H 5.316 4.429 5.548
H 1.902 0.654 4.979
H 1.834 0.036 3.197
H 0.203 0.585 4.038
C 0.175 -2.693 5.112
O -0.089 -1.504 5.237
N -0.246 -3.500 4.076
C 0.110 -4.901 4.000
C -1.070 -2.930 3.031
H 0.795 -3.226 5.851
H 0.664 -5.076 3.073
H -0.806 -5.499 4.000
H 0.732 -5.197 4.850
H -0.524 -2.110 2.554
H -1.986 -2.532 3.477
H -1.324 -3.687 2.283
C -1.243 0.514 0.202
O -1.508 -0.627 -0.155
N -2.087 1.599 0.103
C -1.696 2.920 0.549
C -3.406 1.414 -0.465
H -0.266 0.766 0.647
H -2.391 3.251 1.326
H -1.741 3.608 -0.301
H -0.681 2.916 0.953
H -3.951 0.678 0.133
H -3.305 1.033 -1.485
H -3.957 2.359 -0.478
C -1.285 2.710 -4.008
O -1.549 3.899 -3.883
N -1.706 1.903 -5.044
C -1.350 0.501 -5.120
C -2.530 2.472 -6.090
H -0.665 2.176 -3.270
H -0.796 0.327 -6.047
H -2.265 -0.097 -5.120
H -0.728 0.206 -4.270
H -1.984 3.292 -6.566
H -3.446 2.871 -5.643
H -2.784 1.716 -6.837
C -3.085 -2.926 -4.137
O -3.349 -1.737 -4.012
N -3.506 -3.733 -5.172
C -3.150 -5.134 -5.248
C -4.330 -3.163 -6.218
H -2.465 -3.460 -3.398
H -2.596 -5.309 -6.176
H -4.065 -5.732 -5.248
H -2.528 -5.430 -4.399
H -3.784 -2.343 -6.694
H -5.246 -2.765 -5.772
H -4.584 -3.920 -6.966
```

Computed properties:
Energy above the lowest of the compared OMol25 structures with the same formula, charge and spin: 132.2 kcal/mol
Energy: -44741.8806 eV
Kohn-Sham gap: 5.4 eV
Net charge: -1
E_HOMO: -0.1376 hartree


A molecular structure, C18H38MgN2O6 at a distorted geometry, computed with ωB97M-V/def2-TZVPD.

XYZ file:
```
65
Properties=species:S:1:pos:R:3
Mg 1.070 0.351 0.130
C 1.896 -0.176 3.325
C 2.236 -1.333 2.452
O 2.538 -0.909 1.124
C 3.542 -1.692 0.532
C 3.764 -1.175 -0.848
O 2.561 -0.554 -1.267
C 2.740 0.038 -2.560
C 1.375 0.267 -3.096
O 0.547 0.720 -2.002
C -0.589 1.398 -2.526
C -1.537 1.764 -1.380
O -0.791 2.186 -0.222
C -0.182 3.511 -0.342
C 1.371 3.428 -0.226
O 1.730 2.443 0.802
C 1.859 2.889 2.181
C 0.979 2.066 3.146
O 0.892 0.648 2.683
H 2.783 0.430 3.530
H 1.588 -0.562 4.325
H 1.434 -2.033 2.431
H 3.104 -1.841 2.902
H 3.287 -2.738 0.472
H 4.469 -1.604 1.113
H 3.923 -1.998 -1.558
H 4.599 -0.476 -0.931
H 3.279 -0.653 -3.225
H 3.298 1.013 -2.414
H 0.914 -0.659 -3.487
H 1.299 0.991 -3.894
H -1.154 0.736 -3.231
H -0.233 2.280 -3.061
H -2.116 0.904 -1.055
H -2.248 2.579 -1.734
H -0.636 4.163 0.504
H -0.486 3.926 -1.310
H 1.770 4.437 0.014
H 1.884 3.063 -1.100
H 1.610 3.938 2.213
H 2.928 2.839 2.445
H -0.035 2.426 3.162
H 1.296 2.050 4.210
C -4.181 -2.088 -1.799
C -3.403 -2.662 -0.611
N -2.568 -1.656 0.088
C -3.047 -0.906 1.254
C -4.541 -1.010 1.516
C -1.231 -1.689 -0.110
C -0.642 -2.587 -1.163
N -0.437 -0.934 0.579
H -4.633 -2.926 -2.396
H -3.511 -1.524 -2.445
H -4.963 -1.448 -1.450
H -2.777 -3.447 -0.995
H -4.141 -3.118 0.120
H -2.740 0.151 1.189
H -2.556 -1.337 2.141
H -5.129 -0.626 0.675
H -4.837 -0.413 2.372
H -4.856 -2.034 1.716
H -0.434 -3.583 -0.732
H 0.326 -2.137 -1.481
H -1.314 -2.676 -2.031
H -0.943 -0.431 1.336
```

Computed properties:
Energy above the lowest of the compared OMol25 structures with the same formula, charge and spin: 0.0 kcal/mol
Energy: -39980.1029 eV
Kohn-Sham gap: 10.3 eV
Net charge: +2
E_HOMO: -0.5425 hartree